Here is a cluster of 2 separate species, C5H7NO in total from the OMol25 dataset. Energies are from ωB97M-V/def2-TZVPD.

The geometry in XYZ format:
```
14
C5H7NO ωB97M-V/def2-TZVPD
C -0.121 -0.564 -1.522
C -0.216 -0.526 -0.191
C 0.808 -1.061 0.765
C -1.532 0.058 0.451
O -2.532 0.234 -0.193
H -0.992 -0.356 -2.125
H 0.839 -0.693 -2.000
H 0.650 -2.124 0.947
H 1.823 -0.894 0.410
H 0.722 -0.592 1.747
H -1.595 -0.309 1.490
C 0.616 2.143 -0.048
N 1.004 1.681 0.947
H 0.526 3.001 -0.680
```

Calculated values
- LUMO level (eV) = 0.2
- DFT total energy (eV) = -8833.1056
- ΔE to the lowest compared entry with this formula, charge and spin (eV) = 3.097
- SMILES = C=C(C)C=O.C#N
- HOMO-LUMO gap (eV) = 9.61
- strongest force on any atom (eV/Å) = 4.65


Here is an isolated molecule of C5H7NO2 from the OMol25 dataset. Energies are from ωB97M-V/def2-TZVPD.

The geometry in XYZ format:
```
15
C5H7NO2 ωB97M-V/def2-TZVPD
N 1.698 1.071 -0.881
C 0.665 1.294 -0.022
O 0.809 1.929 1.013
C -0.726 0.763 -0.493
C -0.978 -0.648 -0.094
C -0.723 -1.107 1.314
C 0.192 -1.478 0.241
O 0.505 -2.550 -0.236
H 1.637 0.436 -1.666
H 2.605 1.442 -0.630
H -1.468 1.431 -0.046
H -0.786 0.867 -1.582
H -1.753 -1.133 -0.674
H -1.327 -1.914 1.709
H -0.350 -0.405 2.048
```

Calculated values
- LUMO level (eV) = -0.2
- DFT total energy (eV) = -10881.4907
- ΔE to the lowest compared entry with this formula, charge and spin (eV) = 2.127
- SMILES = NC(=O)C[C@@H]1CC1=O
- HOMO-LUMO gap (eV) = 8.79
- strongest force on any atom (eV/Å) = 4.60


Here is an isolated molecule of C5H7NO2 from the OMol25 dataset. Energies are from ωB97M-V/def2-TZVPD.

The geometry in XYZ format:
```
15
C5H7NO2 ωB97M-V/def2-TZVPD
C -2.537 -0.351 -0.540
C -1.257 -0.079 -0.827
C -0.116 -0.085 0.186
C -0.178 -0.279 1.532
N 1.158 0.354 -0.521
O 1.486 1.757 -0.113
C 2.283 -0.475 -0.187
O 2.527 -1.584 -0.565
H -2.895 -0.556 0.481
H -3.299 -0.433 -1.306
H -0.929 0.153 -1.810
H 0.462 0.036 2.337
H -1.006 -0.821 1.835
H 1.342 2.193 -0.906
H 2.958 0.171 0.404
```

Calculated values
- LUMO level (eV) = 0.0
- DFT total energy (eV) = -10879.4996
- ΔE to the lowest compared entry with this formula, charge and spin (eV) = 4.118
- SMILES = C=CC(=C)N(O)C=O
- HOMO-LUMO gap (eV) = 9.40
- strongest force on any atom (eV/Å) = 3.88


Here is an isolated molecule of C5H7NO2 from the OMol25 dataset. Energies are from ωB97M-V/def2-TZVPD.

The geometry in XYZ format:
```
15
C5H7NO2 ωB97M-V/def2-TZVPD
C 1.706 -1.986 0.139
C 1.145 -0.937 -0.075
C 0.750 0.505 -0.065
N 0.620 0.967 1.270
C -0.358 0.009 -1.228
C -1.445 0.446 -0.282
O -2.123 1.448 -0.425
O -1.867 -0.590 0.509
H 2.143 -2.923 0.343
H 1.521 1.046 -0.639
H 1.433 0.819 1.853
H 0.053 1.802 1.362
H -0.308 0.691 -2.076
H -0.579 -0.979 -1.623
H -2.692 -0.317 0.938
```

Calculated values
- LUMO level (eV) = 0.7
- DFT total energy (eV) = -10879.3625
- ΔE to the lowest compared entry with this formula, charge and spin (eV) = 4.255
- SMILES = C#C[C@H](N)CC(=O)O
- HOMO-LUMO gap (eV) = 9.72
- strongest force on any atom (eV/Å) = 5.83


Here is a structure of composition C5H7NO2 from the OMol25 dataset. Energies are from ωB97M-V/def2-TZVPD.

The geometry in XYZ format:
```
15
C5H7NO2 ωB97M-V/def2-TZVPD
C 1.490 0.460 0.240
C 0.209 0.607 -0.345
C -2.065 0.665 0.026
C -1.987 -0.584 -0.080
C 0.094 -0.629 0.447
H 2.525 -1.104 -1.051
H 3.137 -0.544 0.612
H 1.403 1.020 1.200
H 0.120 0.210 -1.400
H -2.997 1.157 -0.168
H -2.793 -0.982 -0.707
H -0.138 -0.396 1.569
N 2.747 -0.036 -0.304
O -0.793 1.528 -0.012
O -0.952 -1.373 -0.027
```

Calculated values
- LUMO level (eV) = 0.3
- DFT total energy (eV) = -10875.7135
- ΔE to the lowest compared entry with this formula, charge and spin (eV) = 7.904
- HOMO-LUMO gap (eV) = 8.43
- strongest force on any atom (eV/Å) = 7.13


Here is an isolated molecule of C5H7NO2 from the OMol25 dataset. Energies are from ωB97M-V/def2-TZVPD.

The geometry in XYZ format:
```
15
C5H7NO2 ωB97M-V/def2-TZVPD
C -1.156 -1.121 -1.269
C -0.224 -0.568 -0.146
C 0.069 -1.638 0.701
N 0.858 -1.474 1.646
C 0.471 0.697 0.135
O 1.051 1.021 1.251
C -0.164 1.905 -0.689
O -0.731 1.603 -1.753
H -0.870 -2.247 -1.252
H -0.803 -0.787 -2.306
H -2.208 -0.885 -1.097
H -0.604 -2.574 0.606
H 0.650 -2.162 2.522
H 1.170 -0.553 1.869
H 0.117 2.887 -0.244
```

Calculated values
- LUMO level (eV) = -0.3
- DFT total energy (eV) = -10880.6211
- ΔE to the lowest compared entry with this formula, charge and spin (eV) = 2.996
- SMILES = C/C(=C/N)C(=O)C=O
- HOMO-LUMO gap (eV) = 8.12
- strongest force on any atom (eV/Å) = 9.43